19
Properties=species:S:1:pos:R:3:forces:R:3 method="wB97M-V/def2-TZVPD" e_homo_ev=-8.345 molar_mass_g_mol=120.2 smiles=CSCCCCO total_energy_ha=-671.108710 homo_lumo_gap_ev=9.208 e_above_lowest_kj_mol=64.42 e_lumo_ha=0.0317 largest_force_ha_per_bohr=0.027
C -1.937690 0.298479 -0.798682 0.5 0.0 -0.6
O -1.901203 -0.610197 -1.916414 -0.7 -0.2 0.0
C -1.490666 -0.431984 0.451641 0.6 -0.9 0.2
C -0.231938 -1.287291 0.239607 -0.2 -0.9 -0.3
C 0.947427 -0.641423 -0.446863 -0.4 0.9 -0.6
S 1.384479 1.017109 0.147299 0.1 -0.1 0.5
C 1.691876 0.703869 1.935170 0.2 0.3 -1.3
H -2.953223 0.667751 -0.689020 0.0 0.3 0.2
H -1.273166 1.098477 -1.133931 -0.1 0.2 0.6
H -2.811248 -0.896948 -2.065894 0.4 -0.1 -0.1
H -1.364346 0.138001 1.373771 -0.2 0.6 -0.4
H -2.263332 -1.169688 0.644239 -0.4 -0.1 0.3
H -0.522095 -2.152025 -0.359483 0.0 0.1 -0.5
H 0.045790 -1.825686 1.138398 0.2 0.4 0.7
H 0.631575 -0.400154 -1.471925 0.2 -0.2 0.1
H 1.829139 -1.267411 -0.512856 0.1 -0.2 0.1
H 1.364980 1.596597 2.445527 -0.3 0.0 0.4
H 1.128723 -0.183083 2.193426 0.0 0.0 0.4
H 2.761892 0.600866 2.068164 0.1 -0.3 0.3

=====

59
Properties=species:S:1:pos:R:3:forces:R:3 method="wB97M-V/def2-TZVPD" e_homo_ev=-11.426 molar_mass_g_mol=568.6 total_energy_ha=-2897.162039 charge=+1 homo_lumo_gap_ev=7.795 e_lumo_ha=-0.1334 largest_force_ha_per_bohr=0.054
Al 7.972669 12.012558 9.271140 -0.9 -0.1 0.3
C 11.089681 12.850994 11.825126 0.6 0.4 1.3
C 12.139870 12.790101 10.807219 0.5 0.1 -1.8
S 11.818516 13.728030 9.267198 -0.1 -0.3 -0.7
C 11.977502 15.571205 9.438853 0.2 0.2 -0.2
C 11.945523 16.195598 10.842306 0.0 -1.4 0.7
S 10.371314 16.307387 11.761667 -0.3 -0.3 -0.6
C 9.261710 15.193696 10.829738 0.0 0.3 -0.1
C 8.719257 14.075903 11.744431 0.3 0.5 -0.2
S 9.409621 12.444654 11.319103 -0.7 0.8 0.9
H 11.136454 13.851334 12.277723 -0.8 -0.3 0.0
H 11.318998 12.132086 12.611032 0.0 0.0 0.1
H 12.187514 11.748833 10.492938 0.5 0.1 -0.6
H 13.112272 13.118797 11.136903 0.2 -0.2 0.6
H 11.109391 15.957020 8.787175 1.5 -0.4 0.9
H 12.991253 15.828842 8.996654 -1.4 -0.2 0.3
H 12.220020 17.217539 10.743620 0.6 0.8 0.0
H 12.613573 15.667123 11.570350 -0.1 0.6 -1.0
H 9.749291 14.726183 9.963939 0.1 0.3 0.4
H 8.506324 15.857860 10.384054 -0.3 -0.5 0.5
H 7.715037 13.871255 11.489188 -1.6 0.3 0.2
H 8.852973 14.350537 12.818904 -0.2 -0.6 -0.8
I 10.134063 14.275035 4.351747 -0.8 0.1 1.1
C 8.662789 14.346563 5.934674 0.5 1.1 -0.8
C 7.509569 15.110959 5.770091 -1.2 -0.8 -0.6
C 6.434356 14.900982 6.656432 1.8 0.3 -0.1
C 6.618612 14.109778 7.767390 1.1 -0.3 0.3
N 7.814330 13.464499 8.015236 0.4 1.5 -1.5
C 8.848166 13.643064 7.095760 -1.7 -1.0 0.4
H 7.340646 15.692259 4.850835 0.2 -0.2 0.6
H 5.502684 15.401123 6.558487 -0.6 0.4 -0.3
H 5.791638 14.053455 8.474702 0.6 -0.6 0.1
H 9.747350 13.056912 7.162359 0.1 -0.2 0.7
C 10.195865 7.004897 8.236094 1.1 -0.6 -0.8
Si 9.194685 8.010488 6.963874 -0.8 -1.1 1.5
C 7.526322 7.147795 6.796268 -0.5 1.0 -1.7
C 10.109551 8.564720 5.483700 -0.3 1.9 0.0
C 8.714209 9.566271 7.835728 1.4 1.8 0.9
C 8.909506 10.645789 8.411268 -0.7 -1.6 -0.7
H 10.280960 5.910808 7.917962 0.1 1.4 0.3
H 9.633903 6.981855 9.156049 -0.3 0.1 0.4
H 11.223145 7.419577 8.480695 -1.2 -0.5 -0.4
H 7.521194 6.109597 6.547471 0.4 -0.9 -0.1
H 6.915750 7.606270 5.960874 0.6 -0.2 0.8
H 6.927229 7.254292 7.687423 0.0 0.2 0.5
H 10.005906 7.879541 4.679234 0.2 -0.6 -0.8
H 11.143052 8.755924 5.754460 0.3 -0.3 -0.1
H 9.739906 9.579551 5.163307 0.1 -1.1 0.2
C 5.481960 11.077067 11.825335 0.9 -0.6 1.4
C 5.286320 11.187514 10.340505 1.0 0.0 -0.9
C 5.494082 9.859456 9.622704 -1.8 -2.0 0.6
O 6.312379 11.994218 9.739231 0.9 1.1 0.5
H 4.695531 10.493446 12.355476 0.4 0.4 -0.6
H 5.619888 12.026364 12.372223 -0.4 -0.1 -0.5
H 6.441275 10.537566 11.998195 -0.5 0.1 -0.1
H 4.312275 11.680309 10.116727 0.6 -0.5 -0.1
H 5.142439 9.917336 8.588427 0.2 0.1 0.1
H 4.850574 9.053278 10.110990 0.7 0.9 -0.6
H 6.532869 9.457941 9.610856 -0.6 0.7 0.3

=====

99
Properties=species:S:1:pos:R:3:forces:R:3 method="wB97M-V/def2-TZVPD" e_homo_ev=-8.956 molar_mass_g_mol=776.5 smiles="C#CCCC[C@]1(CC(=O)I)OS(=O)(=O)O[C@@]1(CCCCCCCCCCCCOC)B(O)O.CCOC(C)=O.CCOC(C)=O" total_energy_ha=-2799.053752 homo_lumo_gap_ev=9.359 e_lumo_ha=0.0148 largest_force_ha_per_bohr=0.037
C -4.397055 -6.689739 -3.061057 0.8 0.4 -0.2
C -4.013414 -5.552382 -3.165490 0.4 -0.2 0.2
C -3.475248 -4.194635 -3.386936 -1.0 -0.3 -0.3
C -4.601042 -3.112828 -3.287951 0.8 0.4 -0.5
C -4.368233 -2.055395 -2.194198 -0.4 -0.1 -0.3
C -4.527440 -2.576121 -0.727991 0.2 1.7 -0.8
C -3.155691 -3.017477 -0.162744 -0.6 -0.8 0.2
C -3.016570 -4.515261 0.156115 0.4 0.5 -0.6
O -2.124942 -5.128967 -0.316754 0.3 -0.5 0.0
I -4.345220 -5.558025 1.492483 -0.1 0.3 0.2
O -5.537698 -3.597220 -0.786166 -0.4 -0.3 0.2
S -7.032183 -2.978063 -0.780845 -0.1 0.9 1.2
O -7.674875 -2.959284 -2.035907 0.6 0.3 -1.2
O -7.778687 -3.588214 0.250730 0.3 -0.6 0.9
O -6.588593 -1.491961 -0.352436 -0.2 -1.1 -1.1
C -5.204642 -1.494841 0.142961 -0.8 1.2 0.6
C -4.791872 0.006962 0.002409 1.1 -0.7 0.4
C -3.282927 0.281109 -0.221065 -0.5 0.9 -0.5
C -3.005732 1.756170 0.185638 0.0 -1.3 -0.2
C -1.550033 2.177169 -0.041310 -0.8 1.2 0.5
C -1.341497 3.642350 0.473702 0.3 -0.1 0.0
C -0.869861 4.594147 -0.647431 0.4 -0.2 -0.3
C 0.669968 4.591861 -0.804583 -0.3 -0.4 0.6
C 1.426658 5.130240 0.443952 -0.2 0.5 -0.5
C 2.131034 6.485995 0.205903 0.1 -1.0 -0.2
C 3.245454 6.347255 -0.876317 -0.2 1.1 0.2
C 4.684730 6.610837 -0.351075 -0.3 -0.9 0.3
C 5.645508 5.402447 -0.550292 0.0 0.6 0.9
O 6.931596 5.844590 -0.950675 -0.5 -0.6 -0.6
C 7.324507 5.402937 -2.243656 0.9 0.3 -0.5
B -5.376205 -1.746221 1.728132 -0.1 -0.2 0.9
O -6.646429 -1.656866 2.270758 0.6 -0.5 -0.7
O -4.309257 -2.000562 2.595219 -0.1 -0.4 -1.0
H -4.424091 -7.754447 -3.084770 -0.5 0.1 0.2
H -3.097647 -4.197882 -4.416624 0.1 0.0 0.2
H -2.614134 -3.986544 -2.746668 -0.2 -0.1 0.1
H -4.571724 -2.569469 -4.243600 -0.1 0.0 0.3
H -5.594056 -3.562307 -3.257010 0.2 0.0 0.2
H -3.386976 -1.595731 -2.356156 -0.1 -0.2 0.2
H -5.101383 -1.253823 -2.362795 0.1 -0.2 0.1
H -2.853303 -2.471194 0.737877 -0.5 -0.1 0.0
H -2.406359 -2.789449 -0.923093 0.0 -0.3 0.2
H -5.049126 0.488543 0.959281 -0.2 0.1 -0.4
H -5.368828 0.481609 -0.796993 0.0 -0.2 0.2
H -3.083343 0.214435 -1.298990 0.1 -0.2 0.2
H -2.612366 -0.417622 0.287477 -0.2 0.2 0.1
H -3.690948 2.362054 -0.424754 0.2 0.2 0.2
H -3.325749 1.843117 1.233680 0.3 0.3 -0.1
H -1.368239 2.215717 -1.122087 0.2 -0.5 0.2
H -0.873455 1.491614 0.478987 0.0 0.0 -0.3
H -2.256861 4.024379 0.945162 0.1 -0.2 -0.2
H -0.597796 3.624453 1.281391 -0.1 0.1 -0.2
H -1.271118 4.226617 -1.605770 -0.1 0.2 0.2
H -1.243237 5.620427 -0.537830 0.1 -0.2 0.2
H 0.943515 5.111741 -1.730214 0.1 0.0 0.2
H 0.965894 3.537672 -0.923102 -0.1 0.2 -0.2
H 2.176661 4.384910 0.736961 -0.1 0.2 0.2
H 0.702561 5.267984 1.258123 0.3 -0.2 0.0
H 1.379252 7.224156 -0.100537 0.2 -0.1 0.1
H 2.564267 6.797929 1.164766 -0.1 0.2 -0.3
H 3.032313 7.107020 -1.642178 0.1 -0.3 0.0
H 3.158532 5.376600 -1.377965 0.1 0.1 0.2
H 4.619425 6.777988 0.732978 0.1 0.2 -0.2
H 5.124983 7.515243 -0.780678 0.0 -0.3 -0.1
H 5.198990 4.651038 -1.214413 0.3 0.2 -0.2
H 5.777704 4.908129 0.426572 -0.1 0.0 -0.2
H 6.507613 4.999060 -2.856248 -0.1 0.0 0.4
H 8.159205 4.678910 -2.192126 -0.6 0.3 0.1
H 7.714343 6.276307 -2.791015 -0.1 -0.2 0.1
H -6.842903 -2.527797 2.645952 -0.4 0.3 0.4
H -4.364214 -2.935106 2.850463 0.2 0.1 0.4
O -6.377581 -8.085479 3.980693 0.1 0.1 0.1
C -5.975414 -9.183016 3.709045 0.0 0.0 -0.4
O -4.942501 -9.697836 4.401806 0.0 0.1 0.4
C -4.496684 -11.050448 4.276172 0.1 -0.2 -0.2
C -3.537627 -11.213515 3.114943 0.0 0.1 -0.1
C -6.546596 -9.959706 2.546769 -0.3 -0.4 0.2
H -5.344098 -11.735625 4.217576 0.0 0.1 -0.1
H -3.979335 -11.278071 5.207397 -0.1 0.2 0.1
H -4.013784 -10.974742 2.163423 0.0 -0.1 0.0
H -3.165011 -12.237400 3.066419 0.0 0.0 0.0
H -2.690781 -10.535786 3.226469 0.0 0.0 0.1
H -6.074860 -9.618517 1.625950 0.0 0.0 0.0
H -7.614948 -9.760454 2.496442 0.1 0.2 -0.1
H -6.433178 -11.037928 2.634465 0.2 0.0 -0.1
O 10.320630 4.535968 -2.142387 0.1 -0.1 0.1
C 11.106567 4.829540 -1.283105 0.2 0.3 -0.2
O 10.689317 4.903562 -0.008168 -0.3 -0.3 0.1
C 11.565249 5.077512 1.107855 0.2 0.2 0.1
C 11.884547 6.539824 1.340174 0.0 0.1 -0.1
C 12.530036 5.204559 -1.619461 0.3 -0.4 0.1
H 12.462641 4.466059 0.997523 0.0 0.0 -0.1
H 11.027072 4.683635 1.969075 -0.1 -0.1 -0.1
H 12.407532 6.977501 0.489197 0.1 0.0 0.0
H 12.508343 6.659787 2.226779 0.0 0.0 0.0
H 10.965056 7.109563 1.476800 0.0 -0.1 0.1
H 12.558622 6.249258 -1.926123 0.0 0.0 0.0
H 12.860467 4.579646 -2.446513 -0.1 0.1 -0.1
H 13.234807 5.045813 -0.806393 0.0 0.2 0.1

=====

12
Properties=species:S:1:pos:R:3:forces:R:3 method="wB97M-V/def2-TZVPD" multiplicity=3 e_homo_ev="-6.736 / -9.798" molar_mass_g_mol=152.6 total_energy_ha=-1983.320515 s_squared=2.007 homo_lumo_gap_ev="7.111 / 7.550" e_above_lowest_kj_mol=120.64 e_lumo_ha="0.0138 / -0.0826" largest_force_ha_per_bohr=0.030
H -2.363978 0.777236 0.086946 0.3 0.0 -0.1
C -1.353773 0.396333 -0.058293 -0.1 -0.2 -0.5
C -0.566566 1.049989 -0.944087 0.0 1.0 0.2
O 0.758394 0.985592 -1.132555 -1.0 -0.8 -0.7
C 1.406564 -0.120780 -0.606660 -0.1 0.0 1.3
O 2.637525 -0.123223 -1.191173 -0.1 0.0 0.4
Cu 0.487016 -0.793052 1.066890 0.0 0.6 -1.4
O -0.565741 -1.690162 2.159995 0.3 -0.5 0.5
H -1.300848 -0.648353 0.250104 0.3 -0.1 0.0
H -1.455228 -1.457821 2.424422 0.0 0.2 0.0
H -0.989654 1.859123 -1.545699 0.2 0.0 0.5
H 3.306291 -0.234883 -0.509891 0.1 -0.2 0.0

=====

13
Properties=species:S:1:pos:R:3:forces:R:3 method="wB97M-V/def2-TZVPD" e_homo_ev=-8.186 molar_mass_g_mol=94.1 total_energy_ha=-307.247248 homo_lumo_gap_ev=8.809 e_above_lowest_kj_mol=567.59 e_lumo_ha=0.0229 largest_force_ha_per_bohr=0.012
C 1.782059 0.241082 1.333347 0.0 -0.3 -0.3
C 1.369814 -0.477058 0.372376 0.3 0.1 0.4
C 0.624201 -0.664738 -0.779086 0.0 0.0 0.1
C 0.425082 0.706389 -0.290280 -0.3 0.4 -0.3
C -1.018676 0.803352 0.165195 0.1 0.2 0.0
O -1.483455 -0.519412 0.254316 -0.1 0.0 0.0
C -0.729486 -1.324803 -0.664647 0.0 -0.2 -0.1
H 2.704837 0.674343 1.686949 -0.1 -0.1 0.0
H 0.979619 1.568078 -0.647621 -0.1 -0.2 0.0
H -1.201443 1.306276 1.117743 0.1 -0.1 -0.1
H -1.526458 1.365312 -0.639933 0.0 0.0 0.1
H -1.231884 -1.337911 -1.642160 0.1 0.0 0.1
H -0.694205 -2.340913 -0.266194 0.0 0.1 -0.1

=====

106
Properties=species:S:1:pos:R:3:forces:R:3 method="wB97M-V/def2-TZVPD" multiplicity=2 e_homo_ev="-8.258 / -8.328" molar_mass_g_mol=1040.9 total_energy_ha=-2912.815957 s_squared=0.770 homo_lumo_gap_ev="8.362 / 5.989" e_above_lowest_kj_mol=10.26 e_lumo_ha="0.0038 / -0.0860" largest_force_ha_per_bohr=0.091
Pb 16.384713 10.338109 11.427851 0.5 -0.1 -0.2
C 15.588060 13.870014 13.559997 2.2 1.1 -1.9
C 15.913118 12.533442 13.761359 2.8 0.2 -1.2
N 17.122109 12.194390 13.129292 -0.5 2.2 1.7
N 17.675866 13.420935 12.648944 -4.4 -0.3 0.6
C 16.726228 14.412259 12.832069 -0.4 -2.0 0.9
B 19.072270 13.600226 12.107870 2.6 0.1 -0.1
N 20.091897 13.992009 13.287342 0.4 0.1 2.1
C 20.630621 15.208461 13.676115 1.0 -1.0 0.8
C 21.067195 15.065373 15.034589 -0.7 1.2 -0.9
C 20.686803 13.771810 15.415197 -0.7 -0.2 -0.9
N 20.151375 13.099045 14.372683 -0.4 1.2 0.0
N 19.642293 12.307611 11.539621 -0.2 -3.8 -1.3
C 20.923478 11.864401 11.507022 -0.7 -1.2 0.0
C 20.974638 10.595068 10.804190 0.3 2.2 0.8
C 19.668696 10.382621 10.371437 -0.9 2.1 1.5
N 18.818526 11.393467 10.832831 2.4 -0.7 -0.1
N 19.315764 14.630146 10.961195 -2.9 1.1 0.0
C 20.451000 15.225903 10.536092 -0.6 0.7 0.2
C 20.079292 16.285269 9.730518 0.1 0.1 -0.7
C 18.664788 16.196466 9.612996 1.5 -0.1 0.6
N 18.175623 15.251741 10.381898 1.5 -1.0 0.5
H 14.644459 14.392898 13.681203 0.4 -0.1 0.5
H 15.509900 11.866882 14.512237 -0.3 -0.4 -0.7
H 16.923974 15.396149 12.421065 -0.2 -0.2 0.2
H 20.908886 15.976327 12.918962 -0.8 -0.6 0.9
H 21.443142 15.841504 15.742679 -0.2 -0.7 -1.1
H 20.682521 13.396744 16.463737 0.2 -0.1 -1.3
H 21.683834 12.424608 12.090013 -0.6 -0.6 -0.7
H 21.896043 10.019881 10.671174 -0.7 0.2 -0.1
H 19.251047 9.565287 9.798059 0.0 0.1 0.1
H 21.419136 14.923112 10.912661 -0.1 0.0 -0.1
H 20.694720 17.059257 9.266509 -0.1 -0.6 0.1
H 18.070172 16.809465 8.976453 -0.6 0.3 -0.1
O 17.125904 5.901262 10.021296 -0.6 1.0 0.3
C 16.674966 7.038556 10.203690 1.1 -1.0 -0.1
N 16.774507 7.794438 11.323297 0.4 -0.4 0.5
C 17.141758 7.126412 12.479973 -1.2 -0.2 1.0
O 16.850300 6.004864 12.871024 -0.1 -0.3 -1.6
C 17.716345 7.929501 13.586859 -1.6 -2.4 3.7
C 17.329678 7.482267 14.971047 1.3 1.4 -2.7
C 17.873589 8.200313 15.994799 -0.6 -0.6 1.6
C 18.737997 9.287533 15.808564 0.0 -0.9 -1.6
C 19.041711 9.535839 14.488865 0.5 1.9 -0.3
N 18.554847 8.855472 13.410506 1.3 2.8 -0.2
C 16.080033 7.722138 9.029418 -1.1 -0.3 -3.2
C 15.777903 6.921898 7.855724 0.6 0.8 2.0
C 15.258846 7.523671 6.724955 -0.3 0.0 0.6
C 15.035358 8.896779 6.759865 0.3 -0.5 0.2
C 15.219126 9.546443 7.955711 -0.1 1.4 -1.4
N 15.797412 9.025735 9.006302 0.1 -0.5 2.2
H 16.732194 6.598636 15.071583 -0.3 0.0 0.2
H 17.602077 7.915047 17.020917 0.2 0.1 -0.4
H 19.213943 9.816393 16.618670 -0.2 0.2 0.0
H 19.601332 10.466731 14.236259 -0.1 -1.0 0.1
H 16.017129 5.875374 7.994733 -0.2 -0.1 -0.4
H 14.869800 6.947155 5.906595 0.5 -0.3 -0.5
H 14.824667 9.498680 5.897438 -0.7 -0.1 -0.3
H 14.892698 10.587851 7.951556 0.4 0.0 0.6
C 9.689240 10.321516 10.138327 -0.2 -1.8 -1.0
C 9.643237 11.659675 10.759322 0.0 1.9 2.3
C 8.616269 12.569199 10.449210 0.7 -1.5 -1.8
C 8.466726 13.803146 10.996472 0.6 1.2 1.1
C 9.254954 14.121965 12.114050 -0.1 -0.6 1.2
C 10.236685 13.240223 12.623505 0.3 0.1 -2.5
C 10.498766 12.082617 11.822595 -0.8 0.0 0.3
N 11.572217 11.237975 12.231288 -0.1 -0.4 -0.5
C 12.834309 11.302114 11.716265 2.7 1.1 0.6
N 13.290435 12.531280 11.226942 -2.3 0.4 0.4
C 14.270262 12.751276 10.193786 -2.0 0.7 0.6
C 15.565748 12.349801 10.240373 0.3 -0.9 0.0
C 16.435136 12.610084 9.231590 2.4 -0.2 -0.5
C 15.971763 13.257819 8.106194 1.7 -0.3 -2.3
C 14.659696 13.655058 7.979575 -0.2 0.9 1.0
C 13.845464 13.573834 9.121320 -0.1 -0.5 -0.5
C 12.579742 14.401592 9.171939 1.1 0.3 0.7
N 13.726844 10.361464 11.917873 -1.1 0.7 -0.9
C 13.216621 9.059577 11.929171 0.8 -1.7 0.7
C 12.562001 8.528281 10.816439 0.1 -1.9 0.5
C 12.400004 7.098748 10.762142 -0.8 2.3 -1.7
C 12.852598 6.239494 11.708193 0.0 -0.3 0.9
C 13.453115 6.784565 12.836832 1.0 0.5 1.5
C 13.625698 8.184143 12.998509 -0.8 -1.0 -1.3
C 14.225961 8.735738 14.246061 0.7 0.1 1.0
H 8.660076 9.922124 9.894217 1.0 0.7 0.1
H 10.140043 9.539059 10.756301 -0.2 0.3 0.3
H 10.320802 10.236658 9.225024 -0.6 0.5 0.3
H 8.045518 12.242529 9.592845 -0.5 0.3 -0.1
H 7.817391 14.590851 10.591093 0.0 -0.7 0.2
H 8.972916 14.969834 12.730347 0.3 0.3 -0.4
H 10.987321 13.550010 13.383716 -1.0 -0.5 -0.3
H 11.306502 10.290420 12.491881 0.2 0.2 0.0
H 12.491088 13.220530 11.204929 1.6 -1.0 0.0
H 17.536346 12.335806 9.245350 -1.6 0.2 0.3
H 16.737966 13.359513 7.255651 -1.5 0.1 1.2
H 14.319910 14.197081 7.092377 0.1 -0.2 0.3
H 12.343881 14.640818 8.159672 -0.5 0.5 -0.6
H 12.818813 15.326760 9.746306 -0.2 -0.4 -0.5
H 11.720807 13.969409 9.654950 -0.4 -0.5 0.0
H 12.199552 9.154463 9.988725 0.5 -0.3 0.4
H 11.913491 6.733050 9.864240 0.0 -0.2 0.1
H 12.669725 5.167311 11.629948 0.3 0.3 -0.1
H 13.890538 6.107463 13.634800 -0.7 0.9 -1.0
H 13.489958 9.302037 14.882687 0.7 -0.3 -0.7
H 15.115487 9.373392 14.036014 -0.7 0.0 0.1
H 14.650217 7.922402 14.875217 -0.5 0.4 -0.4